# 1
{"formula": "C4H5O2S", "method": "ωB97M-V with the def2-TZVPD basis set", "elements": ["C", "C", "C", "C", "O", "O", "S", "H", "H", "H", "H", "H"], "xyz": [[0.849136, 0.562722, 2.360114], [1.076852, 0.984866, 1.232066], [1.272663, 1.643984, -0.054282], [-1.544900, -1.433441, -0.760451], [1.342439, 2.838103, -0.301782], [1.298622, 0.639328, -0.952635], [-2.874818, -2.411576, -0.075839], [-1.797581, -0.536104, -1.279362], [0.658595, 0.248666, 3.410434], [-1.023076, -1.993351, -1.653348], [-0.585088, -1.452412, -0.042448], [1.327155, 0.909216, -1.882469]], "atomic_forces_ev_per_a": [[0.4, 0.7, -1.1], [-0.4, -0.1, 3.1], [-0.3, 0.4, -1.0], [3.7, -2.8, -0.5], [0.0, -1.9, 0.6], [0.2, 0.1, -0.2], [-0.6, 0.0, 0.2], [-0.2, 1.3, 0.5], [0.2, 0.3, -1.7], [-0.9, 0.5, 1.1], [-2.1, 1.0, -1.3], [0.0, 0.5, 0.3]], "homo_lumo_gap_ev": 4.857, "total_charge": -1, "homo_ev": -1.92}

=====

# 2
{"formula": "C56H47N8PRuSe", "method": "ωB97M-V with the def2-TZVPD basis set", "elements": ["Ru", "C", "N", "C", "N", "C", "C", "C", "C", "C", "C", "C", "C", "C", "C", "C", "C", "C", "C", "P", "C", "N", "C", "C", "N", "C", "C", "C", "C", "C", "C", "C", "C", "C", "C", "C", "C", "C", "C", "N", "C", "C", "N", "C", "C", "C", "C", "C", "C", "C", "C", "C", "C", "C", "C", "C", "H", "H", "H", "H", "H", "H", "H", "H", "H", "H", "H", "H", "H", "H", "H", "H", "H", "H", "H", "H", "H", "H", "H", "H", "H", "H", "H", "H", "H", "H", "H", "H", "H", "H", "H", "H", "H", "H", "H", "C", "N", "C", "Se", "N", "C", "C", "C", "C", "C", "C", "H", "H", "H", "H", "H", "H", "H", "H"], "xyz": [[-0.315612, 0.469748, -0.515811], [-1.466605, -2.449123, 4.060794], [-1.003321, -2.245069, 2.710308], [-1.010291, -1.052431, 2.073073], [-0.573320, -1.190171, 0.813216], [-0.281290, -2.504557, 0.641293], [-0.550928, -3.188740, 1.831724], [-0.527334, -4.614010, 2.077405], [-0.961421, -5.482421, 1.058598], [-1.063995, -6.833252, 1.297552], [-0.737887, -7.352982, 2.547284], [-0.270833, -6.504565, 3.549254], [-0.166098, -5.148381, 3.322524], [0.251424, -3.085783, -0.583820], [-0.348871, -2.824178, -1.820099], [0.094613, -3.478675, -2.957011], [1.181096, -4.341890, -2.884060], [1.810586, -4.571307, -1.667012], [1.334122, -3.970852, -0.517919], [-1.535566, 0.470139, 2.950804], [-2.501130, 1.120027, 1.550616], [-2.066556, 1.154397, 0.296798], [-3.059483, 1.682693, -0.469420], [-4.155996, 1.950404, 0.360133], [-3.768722, 1.579941, 1.622207], [-4.524815, 1.714510, 2.842431], [-5.445808, 2.532635, 0.047579], [-5.512275, 3.669395, -0.780223], [-6.726891, 4.253083, -1.065979], [-7.903565, 3.711054, -0.552802], [-7.848668, 2.578004, 0.257773], [-6.635410, 2.000333, 0.568110], [-2.793265, 1.814090, -1.887839], [-3.800971, 1.909407, -2.849312], [-3.478056, 2.038629, -4.186784], [-2.148989, 2.093747, -4.586778], [-1.132920, 1.989996, -3.646189], [-1.441798, 1.815015, -2.304503], [0.025628, 1.376417, 2.629795], [0.669216, 1.544011, 1.480081], [1.819365, 2.206999, 1.773357], [1.866576, 2.446016, 3.166560], [0.726379, 1.896970, 3.669604], [0.260997, 1.932119, 5.033054], [2.842770, 3.170433, 3.944997], [3.387512, 4.372439, 3.443079], [4.288378, 5.092410, 4.194385], [4.680548, 4.638196, 5.450133], [4.163736, 3.442338, 5.945847], [3.247012, 2.720654, 5.213866], [2.817258, 2.536814, 0.783878], [2.432854, 2.824292, -0.536347], [3.375761, 3.184763, -1.477669], [4.721288, 3.254815, -1.125977], [5.118231, 2.949038, 0.171390], [4.181666, 2.584166, 1.116983], [-2.204208, -1.681850, 4.303404], [-0.642579, -2.384876, 4.776849], [-1.932873, -3.429848, 4.155578], [-1.272318, -5.075485, 0.109316], [-1.424816, -7.489378, 0.523995], [-0.867321, -8.404644, 2.747357], [0.010230, -6.909289, 4.507819], [0.243375, -4.506304, 4.085826], [-1.222667, -2.178210, -1.866017], [-0.428243, -3.350131, -3.894334], [1.536180, -4.840636, -3.773383], [2.657762, -5.238642, -1.618026], [1.803485, -4.164542, 0.434234], [-5.204654, 2.562480, 2.770296], [-3.848369, 1.880253, 3.682074], [-5.107844, 0.814755, 3.048008], [-4.597971, 4.109146, -1.148841], [-6.769927, 5.140013, -1.679900], [-8.854937, 4.165040, -0.782511], [-8.763315, 2.146043, 0.634384], [-6.615175, 1.095995, 1.155729], [-4.833833, 1.883461, -2.541320], [-4.264305, 2.115561, -4.921172], [-1.903176, 2.240141, -5.626924], [-0.101213, 2.089190, -3.954311], [-0.602299, 1.970245, -1.541896], [0.668086, 2.804388, 5.542648], [0.562644, 1.033459, 5.575153], [-0.828156, 1.998132, 5.043238], [3.048763, 4.751757, 2.491596], [4.684795, 6.021240, 3.819014], [5.380682, 5.208116, 6.039918], [4.489671, 3.076809, 6.905777], [2.899797, 1.770217, 5.586775], [1.373544, 2.853325, -0.782502], [3.073279, 3.447342, -2.481246], [5.456809, 3.550044, -1.858423], [6.162912, 2.998503, 0.440662], [4.504591, 2.306258, 2.108421], [0.565384, -0.687836, -4.511506], [1.828598, -1.221196, -4.092385], [2.391543, -1.126459, -2.876498], [1.855935, -0.269412, -1.299688], [3.597199, -1.731061, -2.913454], [3.827699, -2.234430, -4.169635], [4.886416, -2.934043, -4.733235], [4.768248, -3.275893, -6.064861], [3.631013, -2.946543, -6.818426], [2.567171, -2.262736, -6.267775], [2.681848, -1.909906, -4.928688], [-0.014641, -0.404049, -3.630782], [0.020355, -1.433153, -5.090543], [0.724571, 0.182409, -5.151220], [4.235333, -1.769702, -2.130821], [5.761352, -3.183180, -4.158228], [5.569852, -3.809922, -6.549102], [3.596667, -3.234640, -7.856341], [1.700724, -2.008074, -6.855010]], "atomic_forces_ev_per_a": [[-0.9, -0.6, 0.9], [-0.3, -0.1, 0.9], [0.2, 0.4, -0.9], [-0.2, 0.5, 0.6], [0.1, 0.6, -0.1], [0.1, -0.8, 0.8], [0.2, 0.4, -0.8], [-0.2, -0.9, 0.2], [0.0, 0.5, 0.5], [0.0, -0.3, 0.3], [0.0, 0.4, 0.1], [-0.1, -0.4, -0.2], [0.1, 0.2, -0.6], [0.2, 0.0, -0.4], [-0.2, -0.1, 0.2], [0.1, -0.1, 0.0], [-0.1, 0.1, 0.0], [0.0, 0.0, -0.1], [0.0, 0.3, 0.0], [-0.2, -0.4, -1.1], [0.5, -0.2, 0.4], [-0.1, 0.1, 0.5], [-0.7, 0.0, 0.5], [0.6, -0.1, -0.6], [0.7, 0.0, -0.7], [-0.5, 0.1, 0.8], [-0.8, 0.5, -0.2], [0.2, -0.4, 0.6], [-0.4, 0.0, 0.0], [0.3, -0.2, 0.1], [-0.3, 0.4, -0.2], [0.5, 0.0, -0.3], [0.1, 0.0, -0.2], [0.3, -0.1, 0.2], [0.1, 0.0, 0.0], [0.3, 0.0, 0.1], [0.2, 0.0, -0.2], [-0.1, -0.1, 0.4], [0.1, 0.1, 0.1], [-0.2, -0.1, -0.4], [0.2, 0.0, -0.7], [0.6, 0.6, 0.7], [0.1, -0.2, -0.6], [-0.3, 0.1, 1.0], [-0.3, -0.3, -0.2], [0.1, 0.2, -0.1], [0.0, 0.1, -0.1], [-0.1, 0.0, -0.2], [-0.2, -0.3, 0.1], [0.2, 0.0, 0.3], [-0.1, 0.0, 0.1], [-0.2, 0.2, 0.0], [-0.2, 0.0, 0.0], [0.0, -0.1, 0.2], [0.1, 0.0, -0.1], [0.0, 0.0, 0.1], [0.1, -0.2, 0.0], [-0.1, 0.0, -0.1], [0.0, 0.1, -0.1], [0.0, 0.0, -0.1], [-0.1, -0.1, -0.1], [0.1, -0.1, 0.0], [0.0, -0.1, 0.1], [0.0, 0.0, 0.2], [0.0, -0.1, 0.0], [0.0, 0.0, 0.0], [0.0, -0.1, -0.1], [0.0, -0.1, 0.0], [0.0, -0.1, 0.1], [0.1, -0.1, -0.1], [0.0, 0.0, -0.1], [0.0, 0.1, -0.1], [0.1, 0.1, -0.1], [0.0, 0.1, -0.1], [-0.1, 0.0, 0.0], [-0.1, 0.0, 0.1], [0.0, -0.1, 0.1], [-0.1, 0.0, 0.0], [-0.1, 0.0, -0.1], [0.0, 0.0, -0.1], [0.0, 0.0, 0.0], [-0.5, 0.9, -0.9], [0.0, 0.0, -0.1], [0.0, 0.1, 0.0], [0.2, 0.0, 0.0], [0.0, 0.1, -0.1], [0.0, 0.1, -0.1], [0.1, 0.1, 0.1], [0.0, -0.1, 0.1], [-0.1, -0.1, 0.1], [0.2, 0.0, 0.0], [0.0, 0.0, 0.0], [0.1, 0.0, -0.1], [0.1, 0.0, 0.0], [0.0, 0.0, 0.1], [-0.7, 0.4, -0.1], [0.6, -0.2, 0.2], [-0.4, 0.1, 0.0], [0.7, -0.4, 0.2], [0.0, 0.1, 0.0], [-0.6, 0.0, -0.5], [0.2, -0.1, -0.1], [0.2, 0.0, 0.4], [-0.3, 0.2, 0.1], [0.1, -0.1, -0.2], [0.5, -0.1, 0.3], [0.1, -0.1, -0.2], [0.0, 0.0, 0.1], [0.0, 0.0, 0.1], [-0.1, 0.0, 0.0], [0.2, -0.1, 0.1], [0.1, -0.1, 0.0], [0.0, 0.0, -0.1], [-0.1, 0.0, -0.1]], "multiplicity": 5, "s_squared": 6.058, "homo_lumo_gap_ev": [6.424, 3.643], "total_charge": 4, "homo_ev": [-16.48, -16.47]}

=====

# 3
{"formula": "C4H3LiMgO2Rb", "method": "ωB97M-V with the def2-TZVPD basis set", "elements": ["C", "O", "Mg", "Li", "H", "C", "C", "C", "O", "Rb", "H", "H"], "xyz": [[2.085714, -0.188999, -0.723401], [1.458733, -1.295672, -0.504685], [0.749293, 1.768420, -1.672158], [1.997275, -2.502970, 0.734116], [2.880325, 1.355039, -0.227415], [2.730004, 0.486414, 0.398872], [1.974384, 1.394945, 1.412975], [1.356128, 2.573110, 1.110906], [1.329692, 3.420268, 0.004882], [-1.449974, -0.797861, 0.439292], [3.506514, -0.454646, 0.361658], [0.729559, 3.012424, 1.905991]], "atomic_forces_ev_per_a": [[-2.8, -0.5, -1.0], [0.2, -0.9, 0.9], [-0.1, 0.6, 0.8], [0.1, 0.5, -0.4], [2.6, 0.7, 0.1], [-0.3, -0.4, -0.8], [-0.3, -1.0, -0.5], [-0.2, 1.7, -1.4], [0.3, -3.5, 1.1], [0.4, 0.5, -0.4], [-0.2, 2.7, 1.5], [0.3, -0.4, 0.1]], "multiplicity": 2, "s_squared": 0.893, "homo_lumo_gap_ev": [2.587, 2.875], "total_charge": 0, "homo_ev": [-4.28, -4.61]}

=====

# 4
{"formula": "C2H3FO2", "method": "ωB97M-V with the def2-TZVPD basis set", "elements": ["C", "C", "O", "O", "F", "H", "H", "H"], "xyz": [[-0.550392, 0.217540, -0.031939], [0.955030, 0.045975, -0.015129], [-1.393083, 0.893030, -0.823403], [-1.449881, 0.844339, 0.663163], [-1.131444, -1.881505, -0.072346], [1.363380, 1.027974, 0.082542], [1.095876, -0.833367, -0.770363], [1.110515, -0.313985, 0.967477]], "atomic_forces_ev_per_a": [[-0.8, -1.9, -0.9], [-2.9, -2.3, -0.6], [0.8, -0.8, -0.7], [0.2, -0.2, 1.3], [1.1, 3.3, 0.0], [0.7, 0.7, -1.3], [0.5, 2.2, 1.1], [0.3, -1.1, 1.0]], "homo_lumo_gap_ev": [10.309, 10.310], "total_charge": 0, "homo_ev": [-10.92, -10.92]}

=====

Listing DFT total energy for the structures above in their given order: -704.0133; -5436.6377; -536.1052; -328.1175 Ha.